# 1
Computed, not measured: a structure of composition C8H25CdN2O5 at a distorted geometry, with the ωB97M-V functional and the def2-TZVPD basis.

Orbital gap (eV): 3.066
Highest occupied orbital energy (eV): -4.18
DFT total energy (Eh): -972.8354
Spin multiplicity: 1
Net charge: -1
Lowest unoccupied orbital energy (eV): -1.11

Atoms and positions in Å:
Cd (-0.0987, -3.3193, -0.6047)
O (3.4326, -5.2569, -0.0763)
H (4.3894, -5.1413, -0.2367)
O (-1.1273, -4.9717, 2.6256)
H (-2.0124, -4.9132, 3.0352)
O (-1.6381, -5.8846, -3.1094)
H (-2.2037, -6.2692, -3.8071)
C (-1.5916, 0.9647, -5.1928)
C (-1.4189, 0.4850, -3.6585)
C (-2.8177, 0.2004, -2.9748)
O (-2.8615, -0.5376, -1.7406)
C (-4.1396, -0.5169, -1.2083)
N (-0.5302, -0.7245, -3.6601)
H (-1.6061, 0.0998, -5.8560)
H (-0.6397, 1.3735, -5.5318)
H (-2.4015, 1.6421, -5.4634)
H (-0.8784, 1.2427, -3.0912)
H (-3.3758, -0.5065, -3.5886)
H (-3.4060, 1.1174, -2.9394)
H (-4.4429, 0.4526, -0.8130)
H (-4.2234, -1.1841, -0.3505)
H (-4.8645, -0.8321, -1.9588)
H (-0.8634, -1.4842, -4.2363)
H (0.3269, -0.4651, -4.1271)
C (0.6869, 0.6949, 4.4701)
C (1.2800, 1.5955, 3.3717)
C (2.4541, 2.4252, 3.7057)
O (3.0586, 2.9768, 2.5509)
C (4.1581, 3.8345, 2.8320)
N (1.8126, 0.6012, 2.3877)
H (0.6397, 1.2217, 5.4231)
H (1.2789, -0.2145, 4.5727)
H (-0.3455, 0.4035, 4.2768)
H (0.5251, 2.2404, 2.9219)
H (3.1194, 1.7658, 4.2631)
H (2.1433, 3.2096, 4.3958)
H (3.8121, 4.8190, 3.1470)
H (4.5768, 4.0519, 1.8493)
H (4.8925, 3.4800, 3.5552)
H (2.4213, 1.2465, 1.9048)
H (2.4784, 0.0769, 2.9371)

Atom charges from the Mulliken analysis, given in e for atoms 1 to 6:
1. Cd 0.703
2. O -0.760
3. H 0.206
4. O -0.758
5. H 0.213
6. O -0.789

---

# 2
Computed, not measured: a structure of composition C34H31N5OPbS2SbSe4Te, with the ωB97M-V functional and the def2-TZVPD basis.

Orbital gap (eV): 6.427
Highest occupied orbital energy (eV): -4.47
DFT total energy (Eh): -12766.6341
Spin multiplicity: 1
Net charge: -1
Lowest unoccupied orbital energy (eV): 1.96

Atoms and positions in Å:
Pb (0.9271, 0.0198, 0.2798)
C (5.3002, -0.6645, -1.5776)
C (4.2119, -0.1849, -0.6468)
N (3.0101, -0.0212, -1.0776)
N (2.8181, -0.2830, -2.4256)
C (1.7983, -0.9883, -2.7537)
S (0.6655, -1.8154, -1.7226)
S (1.5291, -1.1465, -4.5181)
C (1.4957, 0.6393, -4.9202)
C (0.1680, 1.2723, -4.6061)
C (0.0342, 2.0914, -3.4901)
C (-1.1946, 2.6613, -3.1724)
C (-2.3034, 2.4161, -3.9690)
C (-2.1822, 1.5829, -5.0777)
C (-0.9574, 1.0115, -5.3874)
C (4.5749, 0.0399, 0.7657)
C (5.8112, 0.6404, 1.0318)
C (6.2637, 0.8478, 2.3184)
C (5.4809, 0.3951, 3.3840)
C (4.2744, -0.2264, 3.1515)
C (3.7605, -0.4206, 1.8447)
O (2.5952, -0.9727, 1.6955)
H (4.8939, -1.3626, -2.3039)
H (6.0981, -1.1397, -1.0129)
H (5.6994, 0.1932, -2.1268)
H (1.7237, 0.6833, -5.9855)
H (2.3038, 1.0958, -4.3527)
H (0.8981, 2.2811, -2.8615)
H (-1.2829, 3.2951, -2.2957)
H (-3.2578, 2.8674, -3.7249)
H (-3.0486, 1.3678, -5.6927)
H (-0.8661, 0.3398, -6.2352)
H (6.3975, 1.0045, 0.1961)
H (7.2040, 1.3560, 2.4953)
H (5.8186, 0.5401, 4.4039)
H (3.6583, -0.5686, 3.9751)
Se (5.0904, 3.5761, -1.6094)
Sb (3.5800, 4.4006, 0.0361)
Se (2.4951, 2.4629, 1.6312)
Se (1.2678, 3.0962, -0.3277)
Se (1.7822, 3.6879, 3.3636)
N (-1.3535, 0.0884, 4.0817)
C (-1.5014, 1.3407, 3.4907)
C (-1.6494, 2.4408, 4.3460)
C (-1.8098, 3.6893, 3.7983)
C (-1.8381, 3.8191, 2.4143)
C (-1.7166, 2.6729, 1.6625)
N (-1.5589, 1.4492, 2.1797)
C (-0.9235, -1.1506, 3.6335)
C (-1.0601, -2.2048, 4.5586)
C (-0.6216, -3.4611, 4.2229)
C (-0.0458, -3.6577, 2.9736)
C (0.0286, -2.5766, 2.1276)
N (-0.4076, -1.3403, 2.4231)
H (-1.5011, 0.1144, 5.0718)
H (-1.6081, 2.3018, 5.4209)
H (-1.8849, 4.5596, 4.4371)
H (-1.9464, 4.7818, 1.9334)
H (-1.7528, 2.7157, 0.5792)
H (-1.5151, -2.0123, 5.5237)
H (-0.7252, -4.2811, 4.9223)
H (0.3285, -4.6231, 2.6625)
H (0.4680, -2.6988, 1.1399)
C (-3.0017, -0.9621, -2.2648)
Te (-2.3886, 0.0841, -0.4771)
C (-2.9617, -1.8058, 0.3721)
C (-4.0894, -2.3062, -0.4916)
C (-5.0812, -3.1563, -0.0184)
C (-6.1173, -3.5596, -0.8546)
C (-6.1513, -3.1188, -2.1702)
C (-5.1449, -2.2896, -2.6536)
C (-4.1109, -1.8763, -1.8213)
H (-2.1432, -1.5260, -2.6350)
H (-3.3176, -0.2703, -3.0415)
H (-3.2473, -1.7044, 1.4173)
H (-2.1032, -2.4747, 0.3053)
H (-5.0504, -3.4928, 1.0124)
H (-6.8993, -4.2054, -0.4741)
H (-6.9656, -3.4175, -2.8205)
H (-5.1689, -1.9570, -3.6865)

Atom charges from the Mulliken analysis, given in e for atoms 1 to 6:
1. Pb 1.783
2. C -1.682
3. C -0.044
4. N 1.198
5. N -0.807
6. C 0.249

---

# 3
Computed, not measured: the ion C6H8IN2O3 with charge +1 at a distorted geometry, with the ωB97M-V functional and the def2-TZVPD basis.

Orbital gap (eV): 8.136
Highest occupied orbital energy (eV): -12.42
DFT total energy (Eh): -866.0334
Spin multiplicity: 1
Net charge: +1
Lowest unoccupied orbital energy (eV): -4.29

Atoms and positions in Å:
C (-0.2148, -1.6048, -0.2149)
C (-1.5618, 1.6878, 0.2674)
C (-1.0836, 3.1035, 0.7063)
C (-0.7887, 0.5672, 0.4563)
C (1.1888, -1.0689, -0.3462)
C (1.7220, -0.0146, -0.9289)
N (-1.0758, -0.7142, 0.1210)
N (2.0974, -2.2412, -0.1171)
O (-0.4861, -2.7825, -0.2787)
O (-2.8095, 1.6376, -0.1615)
O (0.0840, 3.3279, 0.8583)
I (-2.6684, 4.3840, 1.3232)
H (0.1244, 0.8458, 1.0036)
H (2.7224, 0.0040, -1.3380)
H (-2.9817, 0.7581, -0.5337)
H (1.0804, 0.9222, -1.1019)
H (-1.9723, -1.0928, 0.3505)
H (2.4721, -2.5520, -0.9328)
H (1.4088, -3.0168, 0.1106)
H (2.7424, -2.1505, 0.7565)

Atom charges from the Mulliken analysis, given in e for atoms 1 to 6:
1. C 0.649
2. C 0.411
3. C 0.040
4. C -0.456
5. C 0.018
6. C -0.748

---

# 4
Computed, not measured: a structure of composition C34H37CrNO7P2S at a distorted geometry, with the ωB97M-V functional and the def2-TZVPD basis.

Orbital gap (alpha / beta) (eV): 5.853 / 7.166
Highest occupied orbital energy (alpha / beta) (eV): -10.37 / -10.37
DFT total energy (Eh): -4024.3194
Spin multiplicity: 4
Net charge: +1
Lowest unoccupied orbital energy (alpha / beta) (eV): -4.52 / -3.20

Atoms and positions in Å:
Cr (10.7712, 11.0474, 13.6012)
O (12.9216, 13.8285, 15.9517)
C (12.1089, 12.7996, 15.7268)
O (12.2661, 11.9607, 14.7665)
C (10.9639, 12.8130, 16.7014)
O (9.9384, 13.7382, 16.2969)
C (8.6402, 13.1859, 16.2554)
C (8.3034, 12.1988, 15.0643)
O (7.2211, 12.2913, 14.4697)
O (9.2156, 11.2979, 14.7998)
H (13.7734, 13.7264, 15.4547)
H (10.7263, 11.7584, 16.8058)
H (11.3441, 13.1522, 17.6867)
H (8.3873, 12.6096, 17.1643)
H (7.9343, 14.0420, 16.2072)
C (10.5848, 13.9976, 5.7341)
S (12.2592, 13.8959, 6.3838)
C (11.9718, 13.0322, 7.9056)
C (12.1396, 14.0301, 9.0707)
C (12.4668, 13.4201, 10.4367)
N (11.5167, 12.3643, 10.7938)
P (12.1117, 10.8117, 11.4519)
C (13.9412, 10.8518, 11.6175)
C (14.8119, 10.1414, 10.7748)
C (16.1671, 10.3794, 10.7850)
C (16.7192, 11.2440, 11.7411)
C (15.8711, 11.9808, 12.5537)
C (14.5289, 11.7857, 12.4830)
C (11.8467, 9.5322, 10.2317)
C (12.3670, 8.2288, 10.3324)
C (12.1086, 7.2511, 9.3184)
C (11.1103, 7.4638, 8.4031)
C (10.5429, 8.7285, 8.3444)
C (10.9179, 9.7212, 9.2063)
P (10.1318, 12.6824, 11.8593)
C (8.7084, 12.0919, 10.9731)
C (7.7806, 11.1551, 11.5873)
C (7.0715, 10.2987, 10.7797)
C (6.9481, 10.5075, 9.4320)
C (7.6706, 11.5705, 8.8585)
C (8.5633, 12.3926, 9.6174)
C (9.7580, 14.4592, 12.2785)
C (10.7749, 15.2195, 12.9227)
C (10.6204, 16.5485, 13.2100)
C (9.4290, 17.1578, 12.8755)
C (8.3525, 16.4200, 12.3134)
C (8.5254, 15.0799, 12.0244)
H (10.6501, 14.6773, 4.8735)
H (9.8689, 14.3496, 6.5426)
H (10.2311, 13.0095, 5.3987)
H (12.8462, 12.3280, 7.9356)
H (11.0187, 12.5272, 7.9304)
H (11.3091, 14.6957, 9.0791)
H (12.9243, 14.6947, 8.7485)
H (12.4668, 14.2478, 11.1681)
H (13.4920, 13.0982, 10.3457)
H (14.4778, 9.3294, 10.0848)
H (16.7640, 9.7816, 10.0932)
H (17.8067, 11.4418, 11.8245)
H (16.3487, 12.8004, 13.1324)
H (13.9138, 12.4300, 13.1775)
H (13.2145, 8.0592, 11.0040)
H (12.6358, 6.3488, 9.2817)
H (10.6810, 6.6994, 7.7234)
H (9.6726, 8.9145, 7.7274)
H (10.4389, 10.7235, 9.2134)
H (7.6362, 11.1752, 12.6870)
H (6.6682, 9.4022, 11.2872)
H (6.3626, 9.8075, 8.8485)
H (7.5888, 11.7821, 7.7775)
H (8.9646, 13.2920, 9.1276)
H (11.7638, 14.7267, 13.1801)
H (11.4113, 17.0962, 13.6816)
H (9.1990, 18.2159, 13.0567)
H (7.3959, 16.9443, 12.0642)
H (7.7786, 14.4892, 11.5016)
C (9.9933, 8.9836, 16.3017)
O (10.7546, 8.3112, 15.2291)
C (11.1621, 9.0023, 14.1801)
O (11.9656, 8.5316, 13.4307)
H (10.1243, 8.2935, 17.1389)
H (8.9018, 9.1746, 16.0474)
H (10.5144, 9.9234, 16.6154)

Atom charges from the Mulliken analysis, given in e for atoms 1 to 6:
1. Cr 0.126
2. O -0.421
3. C 0.585
4. O -0.296
5. C -0.324
6. O -0.375

---

Computed relative energy (zero: lowest compared OMol25 entry of this formula, charge and spin), in the same sequence as the records: 247.6, 28.7, 6.2, 6.2 kcal per mole.